[1]
Density functional theory data (the ωB97M-V functional and the def2-TZVPD basis) for C5H7NO3S2 in the gas phase.

Last columns: bonded neighbours and bond lengths (Å).
CARTESIAN COORDINATES (ANGSTROEM)
1 C 1.661 -2.298 0.504  C2 1.465, H12 1.054, H13 1.146, H14 1.073
2 C 0.992 -1.418 -0.457  C1 1.465, C3 1.346, N11 1.357
3 C 1.125 -1.323 -1.793  C2 1.346, O4 1.403, H15 1.098
4 O 0.358 -0.253 -2.276  C3 1.403, C5 1.345
5 C -0.256 0.106 -1.134  O4 1.345, O6 1.314, N11 1.309
6 O -1.005 1.183 -1.213  C5 1.314, S7 1.685
7 S -0.949 2.279 0.064  O6 1.685, C8 1.827, O9 1.416, S10 1.923
8 C -2.061 1.477 1.271  S7 1.827, H16 1.114, H17 1.035, H18 1.049
9 O -1.668 3.417 -0.377  S7 1.416
10 S 0.825 2.480 0.779  S7 1.923
11 N 0.058 -0.530 -0.033  C2 1.357, C5 1.309
12 H 1.969 -1.747 1.349  C1 1.054
13 H 1.051 -3.139 0.988  C1 1.146
14 H 2.535 -2.835 0.190  C1 1.073
15 H 1.912 -1.490 -2.540  C3 1.098
16 H -2.517 2.240 1.943  C8 1.114
17 H -2.556 0.777 0.692  C8 1.035
18 H -1.474 1.073 2.041  C8 1.049

Output
**LUMO level**: 0.446 eV
**SMILES**: Cc1coc(O[S@](C)(=O)=S)n1
**Energy**: -34598.9807 eV
**Relative energy (zero: lowest compared OMol25 entry of this formula, charge and spin)**: 56.21 kJ/mol
**HOMO-LUMO gap**: 9.6 eV

=====

[2]
Density functional theory data (the ωB97M-V functional and the def2-TZVPD basis) for C5H7NO4 in the gas phase.

Last columns: bonded neighbours and bond lengths (Å).
CARTESIAN COORDINATES (ANGSTROEM)
1 H -2.028 2.820 1.695  N2 1.217
2 N -1.348 2.456 0.753  H1 1.217, C3 1.249
3 C -2.048 1.465 0.457  N2 1.249, O4 1.545, C5 1.504
4 O -3.145 1.425 1.543  C3 1.545, H12 0.969
5 C -1.586 0.044 0.284  C3 1.504, O6 1.204, C7 1.536
6 O -2.390 -0.816 0.035  C5 1.204
7 C -0.120 -0.246 0.640  C5 1.536, O8 1.204, C9 1.503
8 O 0.250 -0.226 1.785  C7 1.204
9 C 0.752 -0.575 -0.539  C7 1.503, O10 1.384, H13 1.110, H14 1.109
10 O 2.055 -0.820 -0.140  C9 1.384, C11 1.411
11 C 2.904 -1.176 -1.209  O10 1.411, H15 1.096, H16 1.103, H17 1.103
12 H -3.690 0.630 1.439  O4 0.969
13 H 0.299 -1.449 -1.051  C9 1.110
14 H 0.688 0.280 -1.242  C9 1.109
15 H 3.908 -1.322 -0.794  C11 1.096
16 H 2.940 -0.380 -1.972  C11 1.103
17 H 2.558 -2.110 -1.682  C11 1.103

Output
**LUMO level**: -0.705 eV
**SMILES**: [H]/N=C(\O)C(=O)C(=O)COC
**Energy**: -14974.6068 eV
**Relative energy (zero: lowest compared OMol25 entry of this formula, charge and spin)**: 344.96 kJ/mol
**HOMO-LUMO gap**: 9.5 eV

=====

[3]
Density functional theory data (the ωB97M-V functional and the def2-TZVPD basis) for a 3-piece molecular cluster, C5H7NO4 overall.

Last columns: bonded neighbours and bond lengths (Å).
CARTESIAN COORDINATES (ANGSTROEM)
1 O -0.217 -1.257 -1.163  C2 1.384, H10 0.963
2 C -0.164 -1.356 0.217  O1 1.384, C3 1.505, C7 1.510, H11 1.092
3 C 0.592 -0.311 0.991  C2 1.505, O4 1.399, C7 1.512, H12 1.091
4 O 1.217 0.719 0.279  C3 1.399, C5 1.338
5 C 2.458 0.489 -0.166  O4 1.338, O6 1.198, H13 1.108
6 O 3.168 1.389 -0.518  C5 1.198
7 C -0.920 -0.303 0.991  C2 1.510, C3 1.512, C8 1.467, H14 1.090
8 C -1.653 0.788 0.339  C7 1.467, N9 1.226
9 N -2.839 1.039 0.159  C8 1.226
10 H 0.533 -1.706 -1.566  O1 0.963
11 H -0.181 -2.371 0.620  C2 1.092
12 H 1.091 -0.589 1.921  C3 1.091
13 H 2.769 -0.573 -0.121  C5 1.108
14 H -1.400 -0.627 1.915  C7 1.090
15 O -1.243 1.778 -1.261  H16 0.973
16 H -0.603 1.122 -1.587  O15 0.973
17 H -2.610 1.769 -1.050  no bonds

Output
**LUMO level**: 0.138 eV
**Energy**: -14972.7485 eV
**Relative energy (zero: lowest compared OMol25 entry of this formula, charge and spin)**: 524.26 kJ/mol
**HOMO-LUMO gap**: 9.2 eV